[1]
{
  "formula": "C25H23B2F2GeN4Re",
  "method": "ωB97M-V with the def2-TZVPD basis set",
  "elements": ["Re", "B", "N", "C", "C", "C", "N", "N", "C", "C", "C", "N", "H", "H", "H", "H", "H", "H", "H", "H", "F", "B", "F", "C", "Ge", "C", "C", "C", "C", "C", "C", "C", "C", "C", "C", "C", "C", "C", "C", "C", "C", "C", "C", "H", "H", "H", "H", "H", "H", "H", "H", "H", "H", "H", "H", "H", "H", "H"],
  "positions_angstrom": [[0.37174, 0.70169, 0.16471], [1.72826, 0.12332, 3.17811], [0.33577, 0.84412, 3.11669], [-0.41791, 1.23980, 4.11971], [-1.44194, 2.08445, 3.65408], [-1.24912, 2.16326, 2.31136], [-0.16718, 1.39434, 1.95772], [1.68960, -1.11886, 2.22458], [2.11948, -2.35368, 2.41797], [2.14991, -3.03481, 1.19776], [1.71545, -2.11882, 0.27738], [1.42117, -0.93654, 0.90263], [1.92172, -0.24011, 4.30121], [2.55345, 0.90094, 2.74312], [-0.19697, 0.91103, 5.12388], [-2.21334, 2.55912, 4.23625], [-1.81189, 2.69213, 1.55991], [2.40319, -2.68193, 3.40653], [2.45512, -4.05209, 1.02146], [1.59468, -2.22637, -0.79097], [-1.88942, -0.56007, -1.56498], [-1.42633, -0.34240, -0.34778], [-2.03213, -0.87054, 0.69938], [-0.51550, 2.05211, -0.70426], [1.99798, 1.18731, -1.78541], [2.92261, 2.80533, -1.73719], [2.97968, 3.49963, -0.51840], [3.63131, 4.71687, -0.45032], [4.22083, 5.24661, -1.59523], [4.16095, 4.57046, -2.80991], [3.51775, 3.34631, -2.88690], [-1.19097, 3.04094, -1.43439], [-2.14013, 2.67209, -2.41025], [-2.80338, 3.65824, -3.10697], [-2.53349, 4.99761, -2.83320], [-1.59406, 5.36774, -1.87215], [-0.91429, 4.39574, -1.17128], [1.97733, 0.13700, -3.32050], [3.05030, 0.13330, -4.21985], [2.94622, -0.59854, -5.39029], [1.78828, -1.32236, -5.66175], [0.72587, -1.33142, -4.76481], [0.81998, -0.61109, -3.58500], [2.52598, 3.08428, 0.37541], [3.69101, 5.25296, 0.48829], [4.73442, 6.19791, -1.53889], [4.61823, 4.99750, -3.69255], [3.46233, 2.83082, -3.83615], [-2.33869, 1.62497, -2.59992], [-3.53656, 3.39212, -3.85590], [-3.06657, 5.76743, -3.37639], [-1.39940, 6.41345, -1.67621], [-0.17439, 4.65912, -0.42454], [3.96415, 0.67194, -4.00586], [3.76976, -0.60852, -6.09184], [1.71993, -1.89540, -6.57759], [-0.16706, -1.90236, -4.98325], [-0.00987, -0.62368, -2.88786]],
  "mulliken_charge": [-0.453, 0.180, -0.342, -0.007, -1.135, -0.078, 0.309, -0.055, -0.075, -1.028, -0.315, 0.114, -0.079, -0.124, 0.496, 0.447, 0.476, 0.492, 0.433, 0.515, -0.224, 0.548, -0.146, 0.350, -0.523, 1.169, -0.374, -0.811, -0.485, -0.753, -0.456, 1.213, -0.103, -0.921, -0.338, -0.867, -0.129, 0.698, -0.403, -0.816, -0.438, -0.874, 0.234, 0.269, 0.457, 0.420, 0.437, 0.477, 0.527, 0.460, 0.439, 0.439, 0.523, 0.570, 0.421, 0.422, 0.457, 0.358],
  "charge": 2,
  "de_lowest_kcal_mol": 12.98,
  "homo_lumo_gap_ev": 6.50,
  "lumo_ev": -8.3512
}

[2]
{
  "formula": "C25H23BF4O4",
  "method": "ωB97M-V with the def2-TZVPD basis set",
  "elements": ["F", "C", "C", "C", "F", "C", "C", "C", "C", "C", "C", "C", "C", "F", "C", "C", "F", "C", "C", "H", "H", "H", "H", "H", "H", "H", "H", "H", "C", "C", "C", "C", "C", "B", "O", "C", "C", "C", "C", "O", "C", "O", "O", "H", "H", "H", "H", "H", "H", "H", "H", "H", "H", "H", "H", "H", "H"],
  "positions_angstrom": [[-3.22031, 4.35070, -3.63197], [-3.11085, 2.97984, -3.55179], [-4.27546, 2.22702, -3.66653], [-4.11121, 0.84079, -3.61504], [-5.23313, 0.05721, -3.77400], [-2.88434, 0.22356, -3.41676], [-1.72500, 1.01773, -3.20795], [-0.44892, 0.41001, -2.89679], [0.75224, 1.04714, -3.26802], [1.95992, 0.38495, -3.45508], [3.23069, 1.02206, -3.60314], [4.41351, 0.23971, -3.70039], [5.65017, 0.85481, -3.72781], [6.78709, 0.07697, -3.80198], [5.81423, 2.24691, -3.68997], [4.64382, 2.99985, -3.63943], [4.75836, 4.37492, -3.63257], [3.36938, 2.44423, -3.60241], [-1.85067, 2.42658, -3.35187], [-5.24572, 2.68659, -3.81333], [-2.80832, -0.86672, -3.38762], [-0.43120, -0.68726, -2.85756], [0.74301, 2.11676, -3.47737], [1.96911, -0.71082, -3.43091], [4.32751, -0.84866, -3.74107], [6.79414, 2.71054, -3.71135], [2.49382, 3.08538, -3.56119], [-0.98530, 3.07865, -3.24186], [-1.68933, -3.94819, 7.46075], [-1.09223, -2.83280, 6.73674], [-0.34257, -1.76044, 7.18816], [-0.03221, -0.99117, 6.03643], [-0.60075, -1.62490, 4.93758], [-0.64023, -1.27277, 3.36313], [-2.05173, -1.08278, 2.99790], [-2.09013, -0.70820, 1.64738], [-0.62926, -0.63394, 1.07123], [-0.62164, -0.22268, -0.35945], [0.02902, -2.04656, 1.28609], [0.00368, -2.38248, 2.64692], [0.17365, 0.39334, 1.95028], [0.13849, -0.02018, 3.29440], [-1.25542, -2.75746, 5.37408], [-1.45733, -3.84642, 8.52575], [-2.78238, -3.96336, 7.35417], [-1.29190, -4.91382, 7.12034], [-0.06117, -1.56601, 8.21754], [0.54088, -0.07441, 5.99766], [-2.67084, -1.45986, 1.07960], [-2.57385, 0.28346, 1.55502], [0.40818, -0.20960, -0.73752], [-1.21834, -0.93192, -0.94395], [-1.05209, 0.78094, -0.46584], [-0.53649, -2.80763, 0.71593], [1.07933, -2.02200, 0.93627], [1.22711, 0.43446, 1.60675], [-0.28707, 1.39796, 1.86242]],
  "mulliken_charge": [-0.305, 0.418, -0.715, 0.426, -0.299, -0.746, 1.220, -0.595, -0.389, -0.273, 1.026, -0.829, 0.366, -0.293, -0.665, 0.435, -0.296, -0.836, -0.799, 0.488, 0.426, 0.696, 0.027, 0.370, 0.425, 0.481, 0.483, 0.491, -1.176, 0.404, -0.567, -0.630, 0.519, 0.482, -0.441, -0.790, 1.678, -2.509, -0.817, -0.439, -0.823, -0.349, -0.392, 0.314, 0.275, 0.276, 0.386, 0.544, 0.324, 0.335, 0.411, 0.456, 0.502, 0.314, 0.348, 0.310, 0.317],
  "charge": 0,
  "de_lowest_kcal_mol": 0.00,
  "homo_lumo_gap_ev": 1.49,
  "lumo_ev": -4.4746
}

[3]
{
  "formula": "C25H23Br2CaN4",
  "method": "ωB97M-V with the def2-TZVPD basis set",
  "elements": ["Ca", "Br", "C", "C", "C", "N", "C", "C", "C", "C", "C", "Br", "C", "C", "N", "H", "H", "H", "H", "H", "H", "C", "N", "C", "C", "C", "C", "C", "C", "C", "C", "H", "H", "H", "H", "H", "H", "H", "H", "H", "H", "H", "H", "N", "C", "C", "C", "C", "C", "C", "H", "H", "H", "H", "H"],
  "positions_angstrom": [[0.12686, -0.08680, -0.12143], [-0.44120, -2.48163, 6.54072], [-0.33142, -1.84107, 4.75212], [0.41022, -0.67349, 4.49497], [0.44385, -0.25521, 3.18147], [-0.16712, -0.87240, 2.16969], [-0.87693, -2.02283, 2.42250], [-0.96573, -2.51565, 3.75714], [-1.49370, -2.67031, 1.31496], [-2.26012, -3.86517, 1.44769], [-2.84192, -4.40326, 0.34385], [-3.86652, -5.99869, 0.50187], [-2.70809, -3.80601, -0.92312], [-1.94200, -2.66064, -0.97231], [-1.33704, -2.09719, 0.07257], [0.92408, -0.13517, 5.27543], [0.99985, 0.63471, 2.89845], [-1.52528, -3.40913, 3.98595], [-2.38324, -4.34340, 2.40683], [-3.17433, -4.21476, -1.80542], [-1.80068, -2.14435, -1.91776], [-1.65637, 4.76692, -3.21670], [-0.59651, 4.21080, -2.41503], [0.72972, 4.65859, -2.77063], [-0.70758, 2.81460, -2.03611], [-0.43283, 1.69611, -3.03867], [-0.28652, 1.95400, -4.39521], [-0.02846, 0.91720, -5.28806], [0.08025, -0.37393, -4.80779], [-0.06828, -0.60669, -3.43947], [-0.32493, 0.39616, -2.49608], [-1.63370, 5.85870, -3.13977], [-2.61955, 4.42467, -2.83283], [-1.61884, 4.51436, -4.28778], [0.77327, 5.75050, -2.71342], [1.05497, 4.36165, -3.77958], [1.45262, 4.25323, -2.06056], [-1.71673, 2.66601, -1.63168], [-0.01708, 2.66618, -1.19594], [-0.35686, 2.96510, -4.77572], [0.09061, 1.12691, -6.34527], [0.28717, -1.19525, -5.48656], [0.03808, -1.64390, -3.11195], [1.75167, 1.35497, 0.39692], [2.62423, 2.17924, -0.15672], [3.25610, 1.90601, -1.41551], [4.13330, 2.79413, -1.99912], [4.45248, 3.99446, -1.36345], [3.86820, 4.30219, -0.13287], [2.97733, 3.42995, 0.45148], [2.99420, 0.98170, -1.91590], [4.57306, 2.56162, -2.96238], [5.14444, 4.68800, -1.82567], [4.11208, 5.23858, 0.35680], [2.50245, 3.66125, 1.39751]],
  "mulliken_charge": [1.944, -0.233, 0.112, -0.895, -0.196, -0.427, 0.591, -0.923, 0.717, -0.981, 0.124, -0.233, -1.080, -0.115, -0.106, 0.406, 0.389, 0.360, 0.366, 0.424, 0.455, -0.877, 0.112, -0.447, -1.581, 1.521, -0.336, -0.738, -0.829, 0.091, -0.835, 0.324, 0.280, 0.284, 0.364, 0.269, -0.142, 0.302, 0.247, 0.076, 0.361, 0.355, 0.329, -0.879, -0.338, 0.191, -0.646, -0.291, -0.594, 0.068, 0.282, 0.341, 0.355, 0.322, 0.357],
  "charge": -1,
  "de_lowest_kcal_mol": 0.00,
  "homo_lumo_gap_ev": [7.11, 4.95],
  "lumo_ev": [2.4596, 2.1566]
}

[4]
{
  "formula": "C25H23Br2IrN3O6S2",
  "method": "ωB97M-V with the def2-TZVPD basis set",
  "elements": ["Ir", "Br", "C", "C", "C", "N", "C", "C", "C", "C", "C", "Br", "C", "C", "N", "H", "H", "H", "H", "H", "H", "O", "S", "O", "O", "C", "C", "C", "C", "C", "C", "S", "O", "O", "O", "H", "H", "H", "H", "C", "N", "C", "C", "C", "C", "C", "C", "C", "C", "H", "H", "H", "H", "H", "H", "H", "H", "H", "H", "H", "H", "H"],
  "positions_angstrom": [[-0.17219, 0.01805, -0.17018], [0.56358, -0.20531, 6.50772], [0.35679, -0.23461, 4.64320], [-0.89127, -0.45988, 4.08801], [-0.99826, -0.39486, 2.71344], [0.04529, -0.13915, 1.92532], [1.26321, -0.01031, 2.44870], [1.44794, -0.02577, 3.82060], [2.32928, 0.08980, 1.47152], [3.67650, -0.03132, 1.77095], [4.58773, -0.16552, 0.74323], [6.41346, -0.39445, 1.11158], [4.14267, -0.17101, -0.56860], [2.79261, 0.01375, -0.78697], [1.91264, 0.20231, 0.20830], [-1.75054, -0.67060, 4.70628], [-1.94293, -0.55265, 2.21344], [2.43218, 0.12968, 4.23656], [4.00286, -0.08107, 2.79907], [4.82006, -0.34249, -1.39155], [2.38512, 0.00015, -1.78653], [-1.02036, 0.60105, -4.19964], [-0.81120, -0.14065, -2.98837], [-1.63318, 0.35268, -1.85127], [0.59502, -0.09571, -2.52453], [-1.36069, -1.81500, -3.26497], [-1.75474, -2.09938, -4.56507], [-2.40618, -3.29062, -4.84878], [-2.65128, -4.20555, -3.84106], [-2.21186, -3.95790, -2.54785], [-1.57948, -2.76133, -2.24799], [-1.06178, -2.58258, -0.53530], [-1.16878, -3.87493, 0.06051], [0.32543, -2.04539, -0.61614], [-1.91441, -1.53682, 0.09165], [-1.56226, -1.36012, -5.32896], [-2.74580, -3.48646, -5.85690], [-3.18484, -5.12146, -4.05715], [-2.34185, -4.68630, -1.76097], [0.74830, 2.96266, -2.39010], [1.33122, 3.88010, -1.36894], [0.85371, 5.26995, -1.59079], [1.09635, 3.38899, 0.05363], [-0.35063, 3.13939, 0.36338], [-1.13512, 4.24768, 0.71500], [-2.47726, 4.11966, 1.00224], [-3.04848, 2.85506, 0.98326], [-2.26705, 1.75002, 0.69323], [-0.90400, 1.85243, 0.36779], [1.00006, 3.31825, -3.38645], [-0.33316, 2.94156, -2.27444], [1.12250, 1.95290, -2.25333], [2.34277, 3.87924, -1.49326], [-0.23187, 5.27844, -1.57300], [1.19806, 5.61693, -2.56195], [1.23700, 5.92712, -0.81398], [1.49625, 4.15510, 0.71781], [1.65987, 2.47012, 0.17612], [-0.67170, 5.22729, 0.76869], [-3.07072, 4.99092, 1.24484], [-4.10148, 2.72409, 1.19776], [-2.73581, 0.77171, 0.68216]],
  "mulliken_charge": [1.522, -0.115, -0.090, -0.919, 0.142, 0.229, 1.111, -1.208, 0.909, -0.955, -0.317, -0.103, -1.024, -0.390, 0.046, 0.471, 0.451, 0.513, 0.533, 0.525, 0.690, -0.691, 1.579, -0.796, -0.906, -0.057, -0.504, -0.613, -0.643, -0.647, -0.363, 1.423, -0.702, -0.861, -0.641, 0.534, 0.410, 0.403, 0.552, -0.653, 0.063, -0.924, -0.688, 1.343, -0.532, -0.921, -1.009, -0.055, 0.404, 0.412, 0.408, 0.051, 0.343, 0.450, 0.334, 0.365, 0.697, -0.437, 0.530, 0.400, 0.472, 0.449],
  "charge": 1,
  "de_lowest_kcal_mol": 37.89,
  "homo_lumo_gap_ev": 7.13,
  "lumo_ev": -3.9101
}

| no. | DFT total energy (a.u.) |
| --- | --- |
| 1 | -3589.6278 |
| 2 | -1691.6068 |
| 3 | -7011.1401 |
| 4 | -7630.6868 |